ORCA calculation (the ωB97M-V functional and the def2-TZVPD basis) on C30H23IN4O2SV as an isolated structure in a non-equilibrium geometry.

Atoms and positions in Å:
V1 0.170 -0.770 -0.122
C1 3.688 -1.875 -0.803
C2 3.904 -0.466 -0.382
N1 5.125 -0.039 -0.246
C3 5.420 1.198 0.082
C4 4.432 2.162 0.284
C5 4.852 3.572 0.665
O1 4.169 4.558 -0.052
C6 3.090 1.773 0.176
C7 2.012 2.727 0.348
N2 0.792 2.365 0.389
C8 -0.267 3.228 0.524
C9 -0.248 4.398 1.300
C10 -1.344 5.235 1.320
C11 -2.486 4.926 0.591
C12 -2.546 3.757 -0.162
C13 -1.448 2.925 -0.166
I1 -1.397 1.170 -1.415
C14 2.788 0.408 -0.138
O2 1.594 -0.048 -0.196
H1 4.601 -2.246 -1.265
H2 2.860 -1.946 -1.516
H3 3.479 -2.493 0.076
H4 6.473 1.433 0.160
H5 5.935 3.657 0.557
H6 4.607 3.719 1.727
H7 4.681 4.848 -0.818
H8 2.325 3.776 0.370
H9 0.636 4.628 1.877
H10 -1.308 6.149 1.896
H11 -3.340 5.585 0.606
H12 -3.432 3.523 -0.732
S1 -1.558 -0.658 3.911
C15 -0.006 0.098 4.024
C16 0.677 0.098 2.848
C17 -0.053 -0.510 1.799
C18 -1.296 -0.977 2.253
C19 -2.153 -1.670 1.326
C20 -3.374 -2.277 1.628
C21 -4.063 -2.924 0.614
C22 -3.514 -2.948 -0.665
C23 -2.294 -2.324 -0.883
N3 -1.625 -1.696 0.083
H13 0.312 0.492 4.973
H14 1.672 0.506 2.749
H15 -3.756 -2.250 2.637
H16 -5.008 -3.404 0.816
H17 -4.023 -3.444 -1.476
H18 -1.839 -2.328 -1.872
N4 0.707 -2.546 -0.003
C24 0.966 -3.683 -0.024
C25 1.287 -5.023 -0.012
C26 2.428 -5.498 -0.702
C27 2.742 -6.837 -0.645
C28 1.952 -7.717 0.094
C29 0.818 -7.258 0.765
C30 0.472 -5.928 0.711
H19 3.037 -4.812 -1.270
H20 3.604 -7.209 -1.179
H21 2.220 -8.762 0.145
H22 0.213 -7.951 1.330
H23 -0.404 -5.558 1.222

Force components x, y, z for each atom (eV/Å):
V -3.4905 0.9517 2.1213
C 0.0255 -0.2214 -0.0788
C -1.4179 0.3287 0.0348
N 0.8630 -0.9036 -0.2423
C -0.6882 0.4886 0.0539
C -0.0812 0.1394 0.0281
C 0.0086 -0.2816 0.4247
O -0.1034 0.4204 -0.4537
C -0.0499 -0.9933 -0.1511
C -0.4739 1.1931 0.1519
N 0.6752 -1.0792 -0.0486
C -0.4712 0.7107 -0.0575
C 0.0396 -0.4257 -0.2805
C -0.1754 0.1129 -0.0243
C 0.1083 -0.1797 -0.0217
C -0.1655 -0.1711 -0.1784
C 0.5939 0.0015 0.2597
I -0.0743 0.3473 0.1895
C 4.5623 1.6241 0.2474
O 1.0174 0.1641 -0.4310
H -0.0429 0.0276 -0.0007
H 0.1215 -0.1122 0.0581
H -0.0181 -0.0156 -0.0746
H 0.0718 0.1130 0.0616
H -0.0504 0.0064 0.0817
H 0.1779 0.0232 -0.1679
H -0.0218 -0.0132 0.1145
H -0.2183 -0.1011 0.1009
H 0.0717 0.0396 0.0213
H -0.0136 0.0054 0.0560
H -0.0582 0.0413 -0.0090
H -0.1001 -0.0066 -0.0398
S 0.2287 -0.0560 -0.8641
C 0.1845 -0.1014 -0.4073
C 0.4458 0.3345 0.5651
C -0.1430 -0.0045 -1.1242
C -0.1509 0.0150 0.4594
C -0.7781 -0.3736 0.1481
C 0.5405 0.2120 -0.2284
C 0.1993 0.0843 -0.1789
C 0.0925 0.0781 0.1977
C -0.2721 -0.2532 -0.4518
N -1.5564 -0.4721 0.2822
H 0.0598 0.0613 0.1152
H -0.0246 0.0617 0.0103
H -0.0582 0.0378 0.0883
H -0.0924 -0.0450 0.0046
H 0.0085 -0.0153 -0.1137
H -0.0831 -0.0288 0.0882
N 0.7768 -2.0107 -0.4155
C -0.1050 0.7585 0.0618
C 0.2313 -1.0733 -0.0234
C -0.1287 0.1806 0.0896
C 0.0480 -0.0434 -0.0488
C -0.0865 0.3022 -0.0194
C -0.0118 -0.0337 0.0282
C 0.0554 0.2023 -0.0570
H 0.0910 0.0446 -0.0585
H 0.0456 0.0166 -0.0030
H 0.0077 -0.0775 -0.0055
H -0.0495 -0.0060 0.0154
H -0.0967 -0.0297 0.0997

Computed properties:
* gap between HOMO and LUMO (alpha / beta): 4.8 / 4.8 eV
* largest force on an atom: 4.8 eV Å⁻¹
* charge: +3
* energy above the lowest of the compared OMol25 structures with the same formula, charge and spin: 41.05 kcal per mole